1.
6
Properties=species:S:1:pos:R:3 method="wB97M-V/def2-TZVPD" relative_energy_kcal_mol=33.0 total_charge=-1 multiplicity=1 total_energy_ha=-911.2090
C 0.680 0.064 -0.043
C -0.039 1.120 0.019
C 0.180 -1.407 0.105
S -1.350 1.998 0.008
S -1.335 -1.848 -0.036
H 1.863 0.072 -0.054

2.
92
Properties=species:S:1:pos:R:3 method="wB97M-V/def2-TZVPD" relative_energy_kcal_mol=14.1 total_charge=0 multiplicity=1 total_energy_ha=-6313.2891
Rb 0.062 -0.011 -0.283
N 2.648 -0.643 1.669
C 2.769 -2.024 2.112
C 1.403 -2.707 2.129
N 0.663 -2.607 0.879
C -0.694 -3.096 1.094
C -1.627 -2.100 1.797
N -2.250 -1.205 0.834
C 1.339 -3.309 -0.208
C 2.227 -2.412 -1.081
N 1.457 -1.725 -2.109
H 3.562 -0.202 1.668
H 2.066 -0.128 2.327
H 3.190 -2.114 3.129
H 3.447 -2.550 1.435
H 0.807 -2.237 2.913
H 1.552 -3.766 2.414
H -0.673 -4.038 1.671
H -1.144 -3.312 0.122
H -1.073 -1.491 2.514
H -2.374 -2.687 2.358
H -2.730 -0.456 1.328
H -2.957 -1.714 0.306
H 0.592 -3.767 -0.863
H 1.961 -4.122 0.194
H 3.015 -3.051 -1.516
H 2.701 -1.650 -0.463
H 0.991 -2.412 -2.700
H 2.090 -1.196 -2.705
C 2.994 3.197 0.465
C 2.723 3.697 1.848
C 3.676 4.415 2.552
C 3.406 4.911 3.818
C 2.164 4.702 4.387
C 1.206 3.982 3.699
C 1.475 3.453 2.438
P 0.263 2.533 1.426
C -0.929 2.037 2.746
C -0.339 1.409 3.846
C -1.083 0.916 4.897
C -2.461 1.046 4.862
C -3.065 1.614 3.756
C -2.327 2.090 2.675
C -3.057 2.603 1.471
C -0.444 3.897 0.500
C -0.762 5.078 1.176
C -1.396 6.119 0.542
C -1.746 5.966 -0.810
C -1.421 4.842 -1.502
C -0.689 3.750 -0.919
C -0.297 2.689 -1.689
H 3.995 3.466 0.134
H 2.267 3.629 -0.224
H 2.882 2.109 0.417
H 4.642 4.598 2.103
H 4.163 5.467 4.350
H 1.938 5.100 5.366
H 0.239 3.828 4.155
H 0.742 1.340 3.875
H -0.594 0.442 5.738
H -3.062 0.692 5.688
H -4.145 1.688 3.728
H -4.106 2.303 1.507
H -2.606 2.223 0.551
H -3.016 3.691 1.421
H -0.507 5.178 2.223
H -1.633 7.034 1.067
H -2.273 6.769 -1.313
H -1.696 4.761 -2.548
H 0.453 1.977 -1.342
H -0.456 2.732 -2.758
C 0.056 -3.059 -5.997
Ge -0.479 -4.554 -4.800
C -1.168 -6.066 -5.888
C 1.092 -5.207 -3.764
C -2.009 -4.039 -3.584
Se -1.882 -2.422 -2.478
C -2.302 -1.099 -3.823
H 0.844 -3.392 -6.667
H 0.426 -2.196 -5.450
H -0.786 -2.741 -6.607
H -0.427 -6.397 -6.610
H -2.064 -5.787 -6.435
H -1.414 -6.912 -5.251
H 1.764 -5.726 -4.442
H 0.788 -5.908 -2.992
H 1.656 -4.410 -3.290
H -2.173 -4.846 -2.864
H -2.923 -3.924 -4.169
H -1.611 -1.187 -4.657
H -2.198 -0.119 -3.363
H -3.325 -1.251 -4.157

3.
15
Properties=species:S:1:pos:R:3 method="wB97M-V/def2-TZVPD" relative_energy_kcal_mol=26.2 total_charge=-1 multiplicity=1 total_energy_ha=-668.3520
C 0.660 0.475 -1.648
O -0.470 -0.016 -2.171
C 1.091 -0.038 -0.317
C 0.036 -0.120 0.907
S 0.783 -0.914 2.273
H 0.602 1.656 -1.482
H 1.506 0.353 -2.472
H 1.399 -1.120 -0.438
H 1.933 0.613 -0.051
H -0.774 -0.758 0.483
H -0.323 1.015 1.105
H 1.806 -0.072 2.391
H -3.324 0.721 -1.376
H -1.698 0.705 -1.465
O -2.578 1.217 -1.168

4.
15
Properties=species:S:1:pos:R:3 method="wB97M-V/def2-TZVPD" relative_energy_kcal_mol=32.3 total_charge=0 smiles=CC1(C)N[C@H]1C#N multiplicity=1 total_energy_ha=-304.7840
C 0.462 -0.818 -1.130
C 0.346 0.120 0.063
C 1.372 0.090 1.182
N -0.210 1.443 -0.176
C -1.063 0.451 0.481
C -2.196 -0.103 -0.221
N -3.186 -0.456 -0.702
H -0.529 -1.297 -1.287
H 1.196 -1.614 -0.971
H 0.702 -0.281 -2.056
H 2.302 0.604 0.911
H 0.961 0.608 2.054
H 1.612 -0.936 1.479
H -0.475 1.549 -1.153
H -1.294 0.641 1.525